1.
{"formula": "C13H15ClN4O2S", "method": "the ωB97M-V functional and the def2-TZVPD basis", "homo_ev": -8.094, "smiles": "C=CCOc1c(Cl)cc(CNn2cn[nH]c2=S)cc1OC", "de_lowest_kj_mol": 345.5, "largest_force_ev_per_a": 1.04, "gap_ev": 8.8, "elements": ["C", "C", "C", "O", "C", "C", "Cl", "C", "C", "C", "N", "N", "C", "N", "N", "C", "S", "C", "C", "O", "C", "H", "H", "H", "H", "H", "H", "H", "H", "H", "H", "H", "H", "H", "H", "H"], "xyz": [[4.15, -2.39, 1.42], [3.89, -1.12, 1.17], [2.53, -0.58, 0.87], [1.56, -1.62, 0.83], [0.33, -1.21, 0.38], [-0.53, -0.53, 1.25], [-0.06, -0.30, 2.89], [-1.74, -0.02, 0.83], [-2.12, -0.17, -0.50], [-3.28, 0.62, -1.04], [-2.83, 1.96, -1.47], [-2.27, 2.68, -0.44], [-2.95, 3.37, 0.53], [-2.14, 3.92, 1.37], [-0.90, 3.59, 0.95], [-0.92, 2.81, -0.16], [0.33, 2.20, -1.03], [-1.32, -0.90, -1.35], [-0.10, -1.44, -0.94], [0.55, -2.15, -1.89], [1.71, -2.89, -1.59], [5.15, -2.72, 1.64], [3.38, -3.13, 1.43], [4.66, -0.37, 1.17], [2.26, 0.16, 1.64], [2.54, -0.04, -0.09], [-2.37, 0.51, 1.53], [-3.72, 0.15, -1.92], [-4.06, 0.77, -0.28], [-2.09, 1.84, -2.18], [-4.01, 3.43, 0.57], [-0.08, 3.90, 1.45], [-1.59, -1.04, -2.39], [2.58, -2.24, -1.42], [1.89, -3.50, -2.48], [1.57, -3.54, -0.73]], "nbo_charge": [-0.397, -0.200, -0.108, -0.541, 0.250, -0.058, 0.014, -0.275, -0.023, -0.244, -0.423, -0.247, 0.166, -0.253, -0.384, 0.199, -0.270, -0.239, 0.287, -0.490, -0.240, 0.200, 0.205, 0.204, 0.199, 0.194, 0.225, 0.221, 0.202, 0.393, 0.222, 0.430, 0.223, 0.182, 0.191, 0.186]}

2.
{"formula": "C13H15F3NPdS6Sb", "method": "the ωB97M-V functional and the def2-TZVPD basis", "homo_ev": [-7.654, -7.654], "de_lowest_kj_mol": 124.6, "largest_force_ev_per_a": 1.26, "gap_ev": [6.3, 6.3], "elements": ["Pd", "F", "C", "F", "F", "C", "C", "C", "C", "N", "C", "S", "H", "H", "H", "C", "S", "C", "C", "S", "S", "C", "S", "S", "H", "H", "H", "C", "Sb", "C", "C", "H", "H", "H", "H", "H", "H", "H", "H", "H"], "xyz": [[-0.08, 0.58, -0.29], [-4.62, -3.32, 2.00], [-3.85, -2.63, 1.13], [-4.67, -1.83, 0.43], [-3.34, -3.52, 0.27], [-2.78, -1.85, 1.84], [-2.61, -1.97, 3.21], [-1.56, -1.30, 3.84], [-0.72, -0.53, 3.06], [-0.91, -0.38, 1.75], [-1.90, -1.02, 1.13], [-1.93, -0.71, -0.60], [-3.28, -2.59, 3.78], [-1.41, -1.38, 4.90], [0.12, 0.00, 3.48], [0.91, 2.44, -2.85], [-0.70, 2.31, -2.05], [-0.58, 3.72, -1.03], [0.17, 3.73, 0.09], [0.97, 2.36, 0.83], [0.31, 5.28, 0.87], [-0.66, 6.20, -0.24], [-0.93, 7.81, -0.08], [-1.28, 5.24, -1.53], [0.93, 1.71, -3.66], [1.70, 2.23, -2.13], [1.02, 3.44, -3.26], [1.11, -3.06, -1.68], [1.67, -1.15, -0.97], [2.92, -1.73, 0.63], [3.19, -0.67, -2.37], [2.00, -3.63, -1.94], [0.48, -2.96, -2.56], [0.55, -3.58, -0.91], [3.75, -2.34, 0.28], [2.34, -2.30, 1.36], [3.31, -0.83, 1.12], [3.87, -1.52, -2.47], [3.74, 0.20, -2.02], [2.75, -0.45, -3.35]], "nbo_charge": [0.402, -0.323, 0.982, -0.314, -0.317, -0.224, -0.118, -0.284, 0.074, -0.512, 0.099, -0.070, 0.238, 0.230, 0.210, -0.747, 0.377, -0.514, -0.343, -0.186, 0.483, -0.576, -0.036, 0.475, 0.229, 0.234, 0.235, -0.992, 1.160, -0.997, -0.995, 0.229, 0.241, 0.243, 0.229, 0.236, 0.240, 0.231, 0.239, 0.233]}

3.
{"formula": "C13H15HgPSe2", "method": "the ωB97M-V functional and the def2-TZVPD basis", "homo_ev": -8.185, "de_lowest_kj_mol": 20.6, "largest_force_ev_per_a": 1.09, "gap_ev": 8.3, "elements": ["Hg", "C", "H", "H", "H", "H", "H", "Se", "P", "Se", "C", "C", "C", "C", "C", "C", "C", "C", "C", "C", "C", "C", "H", "H", "H", "H", "H", "H", "H", "H", "H", "H"], "xyz": [[0.36, -0.16, -3.50], [0.47, -0.19, -5.64], [1.54, -0.28, -5.87], [-0.09, -1.06, -5.99], [0.04, 0.74, -6.04], [-2.10, 1.28, -5.00], [-2.47, 0.69, -4.69], [2.30, -0.60, -1.28], [0.51, -0.13, -0.16], [-1.26, 0.26, -1.48], [-0.05, -1.50, 0.88], [-0.48, -2.66, 0.21], [-1.27, -3.57, 0.90], [-1.56, -3.34, 2.25], [-1.07, -2.23, 2.93], [-0.25, -1.31, 2.25], [0.83, 1.25, 0.97], [-0.34, 1.88, 1.45], [-0.22, 2.99, 2.28], [1.06, 3.44, 2.64], [2.22, 2.83, 2.15], [2.11, 1.73, 1.28], [-0.20, -2.81, -0.83], [-1.67, -4.46, 0.38], [-2.22, -4.04, 2.78], [-1.31, -2.04, 3.98], [0.21, -0.47, 2.78], [-1.32, 1.50, 1.14], [-1.14, 3.48, 2.64], [1.15, 4.32, 3.29], [3.21, 3.21, 2.43], [2.99, 1.24, 0.86]], "nbo_charge": [1.109, -1.103, 0.216, 0.218, 0.215, 0.001, -0.002, -0.577, 1.006, -0.576, -0.331, -0.199, -0.210, -0.198, -0.212, -0.223, -0.450, -0.184, -0.214, -0.191, -0.229, -0.123, 0.233, 0.222, 0.217, 0.220, 0.232, 0.233, 0.222, 0.219, 0.223, 0.236]}

4.
{"formula": "C13H15HoNTe", "method": "the ωB97M-V functional and the def2-TZVPD basis", "homo_ev": [-3.335, -3.368], "de_lowest_kj_mol": 51.2, "multiplicity": 5, "charge": -1, "largest_force_ev_per_a": 3.67, "gap_ev": [6.1, 6.2], "elements": ["C", "C", "C", "C", "C", "Ho", "N", "C", "C", "H", "H", "H", "H", "H", "H", "H", "H", "H", "H", "Te", "C", "C", "C", "C", "C", "C", "H", "H", "H", "H", "H"], "xyz": [[0.87, -1.29, -1.61], [-0.01, -2.17, -0.88], [0.58, -2.39, 0.42], [1.82, -1.68, 0.47], [2.00, -1.00, -0.78], [-0.02, 0.23, 0.17], [0.43, 1.63, -1.30], [-1.40, 1.40, -1.22], [-2.13, 0.23, -0.63], [0.20, -3.07, 1.18], [-0.91, -2.62, -1.26], [2.53, -1.68, 1.30], [2.86, -0.40, -1.06], [0.74, -0.98, -2.64], [-2.38, -0.50, -1.39], [-1.77, 2.34, -0.80], [0.55, 2.58, -1.69], [-2.96, 0.58, -0.02], [-1.60, 1.39, -2.28], [2.00, 1.80, 1.75], [0.86, 1.86, 3.50], [1.52, 2.32, 4.67], [0.77, 2.56, 5.83], [-0.61, 2.31, 5.84], [-1.25, 1.81, 4.69], [-0.53, 1.57, 3.52], [2.59, 2.51, 4.62], [1.26, 2.94, 6.72], [-1.19, 2.50, 6.74], [-2.33, 1.61, 4.72], [-1.03, 1.20, 2.60]], "nbo_charge": [-0.357, -0.330, -0.374, -0.320, -0.347, 1.371, -1.009, -0.399, -0.953, 0.219, 0.223, 0.235, 0.235, 0.237, 0.211, 0.193, 0.354, 0.211, 0.209, -0.190, -0.208, -0.261, -0.208, -0.270, -0.205, -0.260, 0.217, 0.198, 0.199, 0.201, 0.182]}

5.
{"formula": "C13H15N2O3PS", "method": "the ωB97M-V functional and the def2-TZVPD basis", "homo_ev": -9.255, "smiles": "N=[PH2]C1=CC(=O)C(S)=C(c2ccncc2)C1=O.CCO", "de_lowest_kj_mol": 0.0, "largest_force_ev_per_a": 1.24, "gap_ev": 7.6, "elements": ["N", "P", "C", "C", "C", "O", "C", "S", "C", "C", "C", "C", "N", "C", "C", "C", "O", "H", "H", "H", "H", "H", "H", "H", "H", "H", "C", "C", "O", "H", "H", "H", "H", "H", "H"], "xyz": [[5.61, 1.13, -0.36], [4.63, 0.74, -1.53], [3.73, -0.78, -1.13], [4.32, -1.77, -0.47], [3.52, -2.98, -0.16], [3.96, -4.08, -0.25], [2.09, -2.69, 0.20], [1.28, -3.72, 1.39], [1.49, -1.70, -0.46], [0.10, -1.24, -0.30], [-0.80, -1.24, -1.36], [-2.09, -0.77, -1.13], [-2.54, -0.32, 0.04], [-1.67, -0.32, 1.06], [-0.36, -0.76, 0.92], [2.31, -0.96, -1.49], [1.85, -0.56, -2.52], [5.38, 2.04, 0.02], [3.63, 1.69, -1.79], [5.27, 0.48, -2.75], [5.36, -1.71, -0.17], [1.70, -3.07, 2.48], [-0.51, -1.60, -2.33], [-2.79, -0.76, -1.95], [-2.03, 0.06, 2.00], [0.31, -0.71, 1.77], [-5.59, 3.20, 0.71], [-4.40, 2.97, 1.63], [-4.08, 1.59, 1.74], [-6.46, 2.66, 1.07], [-5.84, 4.26, 0.65], [-5.37, 2.84, -0.30], [-4.63, 3.32, 2.64], [-3.53, 3.52, 1.27], [-3.86, 1.26, 0.86]], "nbo_charge": [-1.305, 1.338, -0.431, -0.166, 0.489, -0.457, -0.200, 0.050, -0.065, -0.028, -0.229, 0.045, -0.437, 0.036, -0.225, 0.532, -0.492, 0.382, -0.043, -0.055, 0.258, 0.137, 0.237, 0.196, 0.221, 0.219, -0.633, -0.058, -0.739, 0.212, 0.209, 0.199, 0.173, 0.150, 0.483]}

6.
{"formula": "C13H15N3", "method": "the ωB97M-V functional and the def2-TZVPD basis", "homo_ev": -7.836, "smiles": "Cc1c[nH]c2ccccc12.Cc1c[nH]cn1", "de_lowest_kj_mol": 337.1, "largest_force_ev_per_a": 7.59, "gap_ev": 8.6, "elements": ["C", "C", "C", "N", "C", "C", "C", "C", "C", "C", "H", "H", "H", "H", "H", "H", "H", "H", "H", "C", "C", "C", "N", "C", "N", "H", "H", "H", "H", "H", "H"], "xyz": [[-0.12, 4.03, -0.16], [0.37, 2.62, -0.12], [0.53, 2.07, 1.12], [0.90, 0.70, 0.94], [0.91, 0.40, -0.46], [1.52, -0.70, -1.03], [2.03, -0.49, -2.33], [1.69, 0.68, -3.03], [0.82, 1.70, -2.55], [0.65, 1.60, -1.19], [-0.92, 4.33, -1.01], [0.71, 4.74, -0.48], [-0.46, 4.09, 0.93], [0.42, 2.53, 2.17], [0.86, -0.10, 1.49], [1.65, -1.71, -0.62], [2.63, -1.22, -2.85], [2.17, 0.80, -4.02], [0.53, 2.46, -3.30], [-2.47, -0.24, 1.13], [-1.74, -1.53, 1.24], [-1.14, -2.31, 0.29], [-0.72, -3.47, 0.85], [-0.94, -3.25, 2.34], [-1.71, -2.07, 2.50], [-1.89, 0.69, 1.00], [-2.92, 0.12, 2.10], [-3.06, -0.48, 0.10], [-0.90, -1.94, -0.66], [0.02, -3.99, 0.50], [-0.64, -3.74, 3.17]], "nbo_charge": [-0.634, -0.116, -0.038, -0.563, 0.120, -0.246, -0.228, -0.226, -0.224, -0.018, 0.222, 0.215, 0.227, 0.229, 0.411, 0.214, 0.216, 0.209, 0.231, -0.667, 0.069, -0.112, -0.521, 0.118, -0.428, 0.231, 0.250, 0.229, 0.227, 0.405, 0.199]}